C3H2N4O in the gas phase in a non-equilibrium geometry. Source: the OMol25 dataset; level of theory: wB97M-V/def2-TZVPD.

Results
ΔE to the lowest compared entry with this formula, charge and spin (kJ/mol): 398.1
HOMO-LUMO gap (hartree): 0.3138
Maximum force (eV Å⁻¹): 5.15
Total energy (Ha): -409.57658
Structure (SMILES): O=Cc1cnnnn1

Geometry as ORCA input:
```
! wB97M-V def2-TZVPD RIJCOSX def2/J DEFGRID3
* xyz 0 1
O 0.032 1.243 -2.540
C 0.750 1.108 -1.518
C 0.341 0.393 -0.288
C 1.024 0.034 0.883
N 0.697 -1.062 1.711
N -0.686 -1.468 1.509
N -1.435 -0.784 0.695
N -1.002 0.288 -0.139
H 1.898 1.428 -1.368
H 2.148 0.598 0.792
*
```

Here are the Mulliken charges for atoms 1 to 8, given in e: O -0.42; C 0.01; C 0.61; C 0.02; N -0.24; N -0.10; N -0.11; N -0.13